1.
Entry from OMol25: a structure of composition C2H4OPr (the ωB97M-V functional and the def2-TZVPD basis).

Structure (XYZ):
```
8
Properties=species:S:1:pos:R:3:forces:R:3:mulliken_charge:R:1
O 3.558389 0.689700 0.290452 -2.526 -1.860 -0.845 -0.35
Pr 1.863619 -0.577324 -0.347815 2.552 1.789 0.809 2.05
C -0.713982 0.629998 0.050881 0.154 -0.243 -0.007 -0.82
C -1.045521 -0.674567 -0.038084 0.225 0.113 -0.009 -0.69
H -0.525053 1.091898 1.024818 -0.105 0.056 -0.179 0.46
H -0.713017 1.269581 -0.837398 -0.092 0.017 0.197 0.46
H -1.115124 -1.301787 0.855321 -0.129 0.081 -0.144 0.44
H -1.309311 -1.127500 -0.998178 -0.080 0.046 0.178 0.46
```
Positions in Å, forces in eV/Å.

The value obtained for the HOMO energy (alpha / beta) is -21.13 / -20.83 eV. Its spin multiplicity is 4. Its total charge is +2. Its expectation value of S² is 3.76.


2.
Entry from OMol25: a structure of composition C63H69BrN3O3P3Pb (the ωB97M-V functional and the def2-TZVPD basis).

Structure (XYZ):
```
143
Properties=species:S:1:pos:R:3:forces:R:3:mulliken_charge:R:1
Pb -1.322680 0.232723 0.061285 -0.329 0.016 -0.429 1.88
O -4.364695 -1.202865 -0.219625 0.021 0.110 0.007 -0.27
C -3.776706 -1.558695 0.926886 0.183 0.025 0.138 0.08
O -3.259407 -0.698246 1.624008 -0.366 0.005 -0.149 -0.43
C -3.698634 -2.978969 1.355300 0.230 -0.290 0.029 0.09
C -4.835272 -3.768953 1.499470 -0.061 0.235 -0.117 -0.06
C -4.735318 -5.020988 2.082193 -0.048 -0.045 -0.015 -0.83
C -3.502240 -5.497696 2.506970 -0.023 0.017 -0.033 -0.81
C -2.358923 -4.738100 2.310897 -0.120 0.024 0.062 -0.13
C -2.442305 -3.474734 1.736080 -0.084 0.135 -0.132 -0.51
P -0.908258 -2.555966 1.317707 0.276 -0.783 0.321 2.55
C -0.039570 -3.795167 0.278287 -0.106 0.144 0.015 0.14
C 1.306334 -3.572550 -0.015174 -0.041 0.011 0.005 0.50
C 1.994091 -4.422123 -0.864503 0.052 0.027 0.016 -1.01
C 1.334097 -5.478086 -1.477135 -0.011 -0.036 -0.043 -0.87
C -0.012609 -5.683306 -1.228118 0.026 -0.018 -0.053 -1.03
C -0.696284 -4.853126 -0.349732 0.025 0.028 0.033 -0.69
C -0.055736 -2.579305 2.936514 -0.024 0.094 -0.128 0.44
C 1.173563 -3.182652 3.181938 -0.122 0.001 0.063 -0.23
C 1.778862 -3.032608 4.423418 0.111 0.001 -0.029 -0.56
C 1.159258 -2.302313 5.424876 0.009 -0.025 0.021 -0.75
C -0.088450 -1.735148 5.196233 -0.012 0.051 -0.001 -0.74
C -0.689955 -1.864683 3.955884 0.082 -0.028 0.011 -0.96
H -5.796081 -3.379000 1.185959 -0.037 -0.036 0.044 0.57
H -5.624738 -5.622413 2.210759 -0.001 -0.004 0.024 0.46
H -3.431506 -6.469815 2.975974 0.007 -0.007 -0.009 0.48
H -1.392710 -5.133164 2.599596 0.011 0.010 0.015 0.49
H 1.806788 -2.721845 0.427724 0.075 0.015 -0.053 0.00
H 3.048160 -4.264651 -1.055944 -0.002 0.043 -0.012 0.45
H 1.866320 -6.134152 -2.152801 0.010 -0.004 0.004 0.49
H -0.533941 -6.497512 -1.713923 -0.014 -0.004 0.016 0.46
H -1.743963 -5.045854 -0.158421 0.001 -0.003 0.000 0.39
H 1.646787 -3.791963 2.424097 0.049 0.052 0.014 0.52
H 2.745125 -3.487425 4.601358 -0.030 -0.050 0.035 0.50
H 1.636600 -2.195992 6.390224 -0.009 0.003 0.006 0.48
H -0.589084 -1.187992 5.984559 -0.014 -0.011 0.006 0.49
H -1.662812 -1.421906 3.774086 -0.011 0.024 0.017 0.46
N 0.283985 0.220833 -3.150515 -0.021 0.005 0.495 0.13
P -0.121882 -1.315803 -2.404228 -0.144 -0.060 -0.729 1.84
C 0.296813 -2.408909 -3.813835 -0.007 -0.012 0.213 0.65
C 1.650398 -2.659905 -4.038557 0.013 0.074 0.045 -0.03
C 2.052833 -3.445860 -5.105966 0.062 0.021 -0.014 -0.73
C 1.103921 -4.002350 -5.951322 -0.026 -0.048 0.008 -0.70
C -0.244934 -3.785030 -5.714512 -0.044 -0.027 0.012 -0.83
C -0.651848 -2.998701 -4.646546 0.107 0.044 -0.022 -0.91
C -1.976294 -1.283467 -2.546389 0.174 -0.254 0.097 -0.20
C -2.639474 -2.079569 -1.649977 -0.110 -0.015 -0.170 -1.19
C -4.119271 -2.026911 -1.455268 0.131 -0.033 -0.108 0.68
C -4.812759 -1.314463 -2.564369 -0.044 0.008 0.127 -1.56
C -4.122843 -0.621173 -3.504751 -0.131 -0.012 -0.041 -0.81
C -2.711985 -0.539095 -3.491306 -0.027 0.000 0.010 -1.47
P -0.153305 1.690732 -2.399733 0.795 0.361 -0.746 -0.40
C 0.044386 2.812962 -3.839068 -0.253 -0.023 0.162 0.99
C 1.064571 3.756689 -3.940551 -0.044 -0.020 -0.049 -0.70
C 1.172681 4.543816 -5.079132 0.009 0.046 -0.020 -0.88
C 0.269590 4.403525 -6.121201 0.048 0.018 0.027 -0.68
C -0.755411 3.473405 -6.022334 -0.093 -0.072 0.006 -0.83
C -0.872123 2.692872 -4.884750 -0.002 0.037 -0.010 -0.31
C 1.200123 2.338916 -1.329612 -0.106 -0.172 -0.099 1.47
C 2.488041 1.874425 -1.307339 -0.218 0.139 -0.135 -1.60
C 3.382403 2.199107 -0.186700 0.042 -0.217 0.299 -0.25
C 2.992404 3.443983 0.519488 -0.005 0.242 0.032 -1.27
C 1.739580 3.956289 0.414202 0.110 -0.017 0.073 -1.09
C 0.791378 3.336178 -0.426964 -0.140 -0.087 0.037 -0.98
H 1.125753 0.200613 -3.715714 -0.091 -0.027 -0.170 0.52
H 2.395659 -2.235379 -3.373117 0.022 -0.012 0.018 0.18
H 3.106318 -3.624422 -5.276542 -0.001 -0.004 -0.009 0.48
H 1.411633 -4.615507 -6.787479 0.023 0.005 -0.003 0.41
H -0.989105 -4.225105 -6.365108 0.014 -0.021 -0.003 0.45
H -1.708002 -2.848656 -4.477012 -0.047 0.022 -0.001 0.42
H -2.088606 -2.790135 -1.050489 0.088 0.019 0.133 0.74
H -4.551589 -3.012734 -1.268483 0.034 0.030 0.007 0.62
H -5.893868 -1.350425 -2.573774 -0.009 0.020 -0.043 0.53
H -4.662276 -0.121777 -4.299973 -0.030 0.022 0.036 0.53
H -2.190523 0.030362 -4.247336 0.039 0.002 0.020 0.93
H 1.785795 3.884597 -3.146285 -0.004 -0.017 0.039 0.44
H 1.970918 5.270973 -5.147934 0.001 -0.001 -0.013 0.45
H 0.363640 5.020086 -7.004720 -0.009 -0.007 -0.013 0.40
H -1.468636 3.351948 -6.826768 0.011 0.045 -0.021 0.46
H -1.685633 1.981825 -4.811981 -0.004 -0.011 -0.010 0.19
H 2.826763 1.223311 -2.096757 0.049 -0.165 0.062 0.54
H 4.433432 2.203663 -0.476331 -0.023 0.013 -0.006 1.42
H 3.713459 3.897201 1.187219 0.020 0.035 -0.037 0.50
H 1.460664 4.838122 0.976307 0.012 -0.017 0.049 0.50
H -0.245947 3.656776 -0.421200 0.024 0.088 0.014 0.68
C 3.655819 2.172848 5.898850 -0.004 0.006 -0.137 -2.08
C 4.473575 1.913783 4.630495 0.090 -0.032 0.095 1.69
C 5.402326 3.109618 4.392506 -0.085 -0.078 0.001 -1.65
C 5.296747 0.632941 4.859171 -0.024 0.091 0.028 -1.38
C 3.590783 1.660780 3.406830 0.464 0.018 -0.208 0.97
C 2.162466 1.606549 3.525033 -0.416 -0.175 -0.322 -0.75
C 1.399914 1.213072 2.483902 -0.520 0.183 0.453 0.22
Br -0.522039 1.312656 2.618670 0.563 0.217 0.623 -0.14
C 1.922844 0.725866 1.242266 0.348 -0.005 -0.450 -1.42
O 1.199118 0.255850 0.354479 0.106 -0.343 0.510 0.71
C 3.396834 0.937099 1.003580 -0.044 -0.014 -0.463 0.37
C 4.130694 1.426078 2.191818 -0.118 0.221 0.261 -1.32
C 4.161655 -0.353941 0.476412 -0.065 -0.197 0.154 1.54
C 3.671262 -0.916643 -0.867994 -0.066 0.157 0.120 -1.68
C 5.670496 -0.115213 0.311924 -0.049 0.031 0.088 -1.81
C 3.963677 -1.419775 1.573064 0.012 0.057 -0.087 -1.63
H 4.336756 2.344713 6.731179 -0.003 -0.001 0.018 0.44
H 3.034060 1.312220 6.155524 -0.039 0.020 0.032 0.40
H 3.023908 3.058260 5.805333 -0.025 0.011 0.022 0.44
H 6.059649 3.241743 5.251952 0.020 0.022 -0.002 0.47
H 4.820930 4.023957 4.263223 0.035 0.039 -0.015 0.38
H 6.030663 2.969055 3.512710 0.019 0.017 -0.007 0.30
H 5.838106 0.695211 5.803632 0.045 0.008 -0.013 0.51
H 6.023165 0.475590 4.060358 0.002 -0.011 -0.024 0.28
H 4.637941 -0.237440 4.901562 0.029 -0.028 0.031 0.25
H 1.687185 1.913557 4.445962 -0.011 -0.003 0.016 0.58
H 5.195255 1.566305 2.058179 0.006 -0.067 0.047 0.65
H 4.115477 -0.364451 -1.695794 -0.038 0.011 -0.079 0.76
H 2.589866 -0.911069 -0.960236 -0.076 -0.040 -0.054 -0.58
H 4.018896 -1.947485 -0.948403 0.050 0.003 -0.021 0.81
H 5.889924 0.781412 -0.269994 0.050 -0.026 -0.042 0.28
H 6.094116 -0.963913 -0.225053 0.014 0.003 -0.027 0.45
H 6.199024 -0.053030 1.262313 -0.008 0.040 0.006 0.46
H 2.918143 -1.497360 1.873197 -0.045 -0.108 -0.010 0.11
H 4.540912 -1.181572 2.467011 -0.004 0.021 0.016 0.43
H 4.291474 -2.395314 1.209845 0.020 -0.017 0.047 0.55
C -5.526565 3.142626 2.045164 0.068 0.057 -0.011 -0.68
C -4.499110 4.094897 1.434661 -0.139 -0.183 0.083 -1.02
N -4.338199 3.924277 -0.008515 0.035 0.083 0.065 0.37
C -4.978826 4.922922 -0.866484 -0.298 -0.031 -0.152 -0.78
C -6.464537 4.663481 -1.100230 0.099 0.043 0.046 -1.12
C -3.632112 2.892662 -0.497251 0.158 0.097 0.123 0.46
C -3.565789 2.726697 -1.987502 -0.040 0.022 0.036 -0.47
N -2.988255 2.038699 0.254049 -0.173 0.118 0.050 0.81
H -5.542223 3.267321 3.127640 -0.016 -0.026 0.013 0.40
H -5.291481 2.101559 1.820306 -0.012 -0.014 0.017 0.04
H -6.524992 3.354723 1.667276 -0.008 -0.022 -0.021 0.30
H -3.529082 3.965036 1.923823 0.021 0.115 -0.031 0.42
H -4.808302 5.123640 1.609166 0.068 0.024 -0.017 0.43
H -4.457835 4.969999 -1.819199 0.058 0.019 0.050 0.36
H -4.853840 5.895051 -0.388694 0.102 -0.012 -0.022 0.47
H -6.635895 3.651754 -1.469481 -0.005 -0.006 -0.015 0.25
H -6.846926 5.369751 -1.836453 -0.032 0.000 0.005 0.41
H -7.037973 4.796058 -0.183598 -0.019 -0.033 0.008 0.32
H -2.912541 3.477863 -2.435379 -0.019 0.012 -0.029 0.50
H -4.556748 2.818221 -2.430315 0.016 0.016 -0.030 0.62
H -3.171455 1.744535 -2.218736 0.042 -0.045 0.006 -1.13
H -3.153873 2.185679 1.244052 -0.039 0.066 -0.030 -0.32
```
Positions in Å, forces in eV/Å.

The value obtained for the HOMO energy (alpha / beta) is -12.35 / -11.63 eV. Its total charge is +2.


3.
Entry from OMol25: the molecule C7H4F2N2O4 (the ωB97M-V functional and the def2-TZVPD basis).

Structure (XYZ):
```
19
Properties=species:S:1:pos:R:3:forces:R:3:mulliken_charge:R:1
O -0.239050 2.260381 -2.418433 0.097 0.118 -0.775 -0.58
N 0.174566 2.101470 -1.312045 -1.180 0.391 1.078 1.02
O 1.258170 2.325610 -0.842940 0.311 0.439 -1.160 -0.52
C -0.853243 1.476502 -0.321906 1.240 -2.746 0.177 0.51
F -2.120018 1.610380 -0.715872 1.446 -0.215 0.033 -0.25
C -0.240827 -0.044973 -0.137570 -1.764 2.120 -0.622 0.19
C 1.060042 -0.186817 0.313524 1.248 0.884 0.002 -0.03
C 1.588193 -1.477680 0.551446 0.239 0.999 0.699 -0.67
C 0.805063 -2.604763 0.367712 -1.012 2.983 -1.254 -0.50
C -0.503394 -2.400586 -0.118129 -0.622 -3.454 0.230 -0.34
C -1.027871 -1.153534 -0.399848 -0.291 -1.190 0.970 0.17
F -2.338814 -1.123346 -0.734603 0.740 0.546 -0.087 -0.27
N -0.681229 2.136640 1.027657 -0.778 0.928 0.732 1.06
O 0.410688 2.245413 1.472814 1.971 -0.158 0.453 -0.50
O -1.653179 2.513074 1.616960 -1.724 -0.044 -0.406 -0.61
H 1.613047 0.826083 0.383636 -0.525 -2.534 0.336 0.31
H 2.578594 -1.638698 1.012074 -0.450 0.506 -0.615 0.32
H 1.335258 -3.496412 0.446566 -0.053 -1.863 0.390 0.45
H -1.165996 -3.368743 -0.191043 1.109 2.289 -0.180 0.27
```
Positions in Å, forces in eV/Å.

The value obtained for the HOMO energy is -10.08 eV.


4.
Entry from OMol25: a structure of composition C31H46P2Tc (the ωB97M-V functional and the def2-TZVPD basis).

Structure (XYZ):
```
80
Properties=species:S:1:pos:R:3:forces:R:3:mulliken_charge:R:1
Tc 0.197909 -0.753546 1.489853 -0.067 -0.207 0.227 -1.35
C -0.719990 -2.513536 2.450644 0.352 0.008 0.266 1.07
C 0.602315 -2.861843 1.997783 -0.057 -0.244 0.820 0.56
C 0.813801 -1.178512 3.592423 0.017 -0.700 0.035 0.50
C -0.587724 -1.477144 3.443670 0.442 -0.625 0.066 0.56
C 1.548785 -2.032171 2.695881 -0.405 -0.044 0.309 0.89
C -2.003173 -3.133663 2.017983 -0.238 -0.288 0.163 -1.82
H -1.927556 -3.540093 1.009367 -0.058 0.026 0.042 0.29
H -2.818931 -2.409033 2.050246 0.050 -0.081 -0.114 0.45
H -2.281095 -3.954986 2.686982 0.043 0.030 -0.091 0.34
C -1.714708 -0.866609 4.202504 -0.152 0.082 0.167 -1.32
H -2.673402 -1.165521 3.771771 0.100 0.073 0.157 0.37
H -1.654961 0.222503 4.163609 -0.060 -0.099 0.021 0.11
H -1.701357 -1.168387 5.256345 0.017 -0.070 -0.172 0.33
C 1.435321 -0.209492 4.537882 0.117 0.103 0.179 -1.31
H 1.481822 -0.611593 5.557492 -0.043 0.000 -0.178 0.32
H 0.873311 0.725934 4.557290 0.061 -0.078 0.041 0.12
H 2.458063 0.024978 4.228725 -0.172 0.008 0.108 0.35
C 3.033611 -2.076715 2.575587 0.271 -0.127 0.178 -1.70
H 3.464799 -2.734275 3.338249 -0.056 0.010 -0.108 0.35
H 3.471117 -1.088595 2.729492 0.003 -0.080 -0.101 0.42
H 3.344201 -2.453409 1.601138 0.026 0.026 0.044 0.29
C 0.947166 -3.931866 1.022006 0.059 -0.230 -0.205 -1.43
H 1.165810 -4.876087 1.538231 -0.066 0.172 -0.056 0.33
H 1.839407 -3.669920 0.445553 -0.129 -0.081 0.031 0.31
H 0.120895 -4.119650 0.330996 0.143 -0.016 0.045 0.30
C -1.563411 0.699164 -5.117080 -0.456 -0.531 0.146 -0.20
C -1.633670 -0.641872 -5.126095 -0.465 0.604 -0.307 -0.68
C -0.839443 -1.571058 -5.995008 0.480 -0.249 -0.042 -0.61
C 0.541462 -1.051042 -6.463780 -0.163 -0.450 -0.575 -0.96
C 1.468972 -0.586003 -5.378009 0.475 0.234 0.287 -0.17
C 1.539417 0.638065 -4.836557 0.377 -0.290 -0.420 -0.52
C 0.744432 1.843773 -5.246580 -0.417 0.213 -0.009 -0.57
C -0.625591 1.561275 -5.908792 0.178 0.670 -0.336 -0.99
H -1.413231 -1.824156 -6.905541 0.038 0.109 0.386 0.33
H 0.381402 -0.287367 -7.233562 0.302 -0.380 0.288 0.30
H -0.704568 -2.527223 -5.466571 -0.001 0.181 -0.072 0.31
H -0.450448 1.173688 -6.919006 -0.296 0.234 0.425 0.33
H -2.330852 1.261061 -4.566877 0.345 -0.350 0.076 0.39
H -2.446804 -1.131446 -4.574896 0.227 0.287 -0.090 0.72
H -1.115270 2.536098 -6.055544 0.145 -0.238 0.027 0.43
H 0.595642 2.490416 -4.368214 -0.008 -0.118 -0.117 0.28
H 2.348027 0.858914 -4.126810 -0.235 -0.233 -0.169 0.55
H 1.325374 2.455770 -5.960604 -0.039 -0.240 0.297 0.36
H 1.033906 -1.886810 -6.984073 -0.143 0.225 0.129 0.42
H 2.228359 -1.329490 -5.095342 -0.367 0.320 0.193 0.39
P -1.115770 -0.450177 -0.439511 1.307 0.420 -0.474 1.60
C -2.639082 0.507591 -0.398652 -0.334 0.090 -0.135 -1.30
C -1.279518 -1.823917 -1.614403 -0.387 -0.125 -0.028 -0.91
P 1.697248 0.129894 -0.093079 -1.212 -0.043 -0.931 1.50
C 0.250226 0.571297 -1.189375 0.131 -0.018 -0.496 -0.86
C 2.633771 -1.022358 -1.139204 0.413 0.085 0.074 -1.17
C 2.685620 1.602854 0.221690 0.300 0.179 -0.022 -1.32
H -2.563702 1.260720 0.394808 0.050 -0.159 -0.228 0.31
H -3.476010 -0.162804 -0.154728 0.181 0.211 -0.158 0.40
H -2.806005 0.994944 -1.367589 -0.114 -0.153 0.212 0.38
H -1.362054 -1.448397 -2.645291 -0.039 -0.108 0.307 -0.13
H -2.168828 -2.409722 -1.347404 0.164 0.062 -0.183 0.49
H -0.406955 -2.485128 -1.538491 -0.139 0.220 -0.003 0.30
H 2.898236 2.127602 -0.718737 0.077 -0.108 0.253 0.42
H 3.623330 1.309138 0.715567 -0.206 0.113 -0.213 0.39
H 2.136006 2.261710 0.904364 0.060 -0.172 -0.215 0.31
H 0.018944 1.637752 -1.093467 0.031 -0.106 -0.092 0.54
H 0.436687 0.297584 -2.236786 -0.095 0.382 -0.015 -0.07
H 3.608441 -1.215781 -0.672095 -0.151 -0.002 -0.240 0.44
H 2.763342 -0.593858 -2.142287 0.094 -0.142 0.246 0.31
H 2.100079 -1.977265 -1.223766 0.040 0.278 0.013 0.24
C -0.232878 1.040994 2.076102 -0.686 2.300 1.515 0.11
C -0.531508 2.001497 2.818426 0.379 -0.989 -1.060 -0.31
C -0.860460 3.054859 3.706502 0.063 0.196 -0.039 0.39
C -1.071572 4.362722 3.214609 0.575 -2.163 -1.145 -0.15
C -1.438993 5.399527 4.067346 -0.551 1.137 1.935 -0.51
C -1.597463 5.144630 5.437372 -0.030 0.094 0.461 -0.53
C -1.372544 3.861328 5.955716 -0.616 2.299 0.555 -0.69
C -1.002366 2.823258 5.103788 0.557 -1.444 -1.890 0.20
H -0.951145 4.534381 2.141242 -0.052 -0.017 0.398 0.49
H -1.596765 6.402404 3.663498 0.049 -0.280 0.208 0.44
H -1.874263 5.955791 6.112335 0.058 -0.269 -0.242 0.43
H -1.476059 3.665107 7.021238 0.003 0.144 -0.180 0.45
H -0.827151 1.813281 5.497500 -0.096 0.521 -0.177 0.39
```
Positions in Å, forces in eV/Å.

The value obtained for the HOMO energy (alpha / beta) is -12.91 / -12.91 eV. Its spin multiplicity is 4. Its total charge is +2. Its expectation value of S² is 3.83.